# C15H30BrINO2Si

A molecular structure, C15H30BrINO2Si in a non-equilibrium geometry (ωB97M-V with the def2-TZVPD basis set, the OMol25 dataset).

Last column: natural (NBO) charge in e.
Positions of all 51 atoms, in Å:
C 5.7598 1.2173 -0.2666  -0.64
C 4.2667 1.4466 -0.7511  -0.43
C 3.5285 0.1195 -1.2645  -0.83
I 1.3698 0.5522 -1.0508  0.18
Si 3.8557 -1.3982 -0.1195  1.29
Br 2.1679 -2.9477 -0.1792  -0.30
C 5.5903 -2.1585 -0.3475  -0.93
C 5.4929 -3.4129 -1.4660  0.09
C 6.6420 -3.3405 -2.6428  -0.21
O 6.6192 -4.3693 -1.4376  -0.55
H 6.3096 0.6583 -1.0728  0.20
H 6.2511 2.2431 -0.2176  0.22
H 5.8625 0.7785 0.7618  0.22
H 4.3097 2.1694 -1.6272  0.21
H 3.6544 1.9720 0.0453  0.23
H 3.7662 -0.0988 -2.3530  0.24
H 3.8208 -0.8472 1.2560  -0.18
H 6.0241 -2.6274 0.5761  0.26
H 6.3323 -1.5023 -0.8723  0.25
H 4.4350 -3.7848 -1.7752  0.22
H 6.5859 -4.1879 -3.3875  0.22
H 7.6075 -2.8253 -2.3678  0.21
C -1.7622 0.9129 1.9035  -0.61
C -2.6065 0.2449 0.7992  0.10
C -3.6293 -0.7140 1.4429  -0.40
C -4.7761 -0.0349 2.1853  -0.40
C -5.1161 1.3509 1.6375  -0.40
C -4.6814 1.5935 0.1768  0.12
N -3.2449 1.3549 0.0790  -0.23
O -2.7374 1.5696 -1.2039  -0.86
C -4.9541 3.0800 -0.1145  -0.59
C -5.5557 0.7511 -0.7727  -0.64
C -1.6615 -0.6395 -0.0299  -0.57
H -1.0030 1.5691 1.4704  0.21
H -1.2402 0.1655 2.5186  0.17
H -2.3751 1.5185 2.5746  0.20
H -4.0575 -1.3566 0.6665  0.19
H -3.1213 -1.4017 2.1323  0.19
H -5.6590 -0.6819 2.1350  0.19
H -4.5327 0.0523 3.2495  0.19
H -6.1923 1.5266 1.7531  0.19
H -4.6335 2.0978 2.2777  0.20
H -4.3195 3.7213 0.5035  0.20
H -5.9981 3.3364 0.1053  0.17
H -4.7709 3.3309 -1.1618  0.23
H -6.6165 1.0003 -0.6409  0.18
H -5.4554 -0.3240 -0.6034  0.19
H -5.3109 0.9441 -1.8195  0.23
H -1.1916 -1.4025 0.6026  0.18
H -0.8532 -0.0600 -0.4792  0.19
H -2.1960 -1.1616 -0.8278  0.21

## Properties
**Frontier orbital gap**: 3.41 eV
**Molecular weight**: 491.304 g/mol
**Total charge**: -1

=====

# C15H30Cl30

15 unconnected molecules or ions with the total composition C15H30Cl30 in a non-equilibrium geometry (ωB97M-V with the def2-TZVPD basis set, the OMol25 dataset).

Last column: Mulliken charge in e.
Positions of all 75 atoms, in Å:
C 8.2823 16.5310 12.3505  0.05
Cl 8.2047 16.7390 10.5894  -0.13
Cl 9.3682 17.7353 13.0392  -0.15
H 7.2953 16.6732 12.7908  0.38
H 8.6327 15.5210 12.5632  -0.18
C 12.8606 9.0951 6.8734  -0.41
Cl 11.4614 8.8944 5.7861  -0.16
Cl 12.3150 10.1339 8.2220  -0.02
H 13.0952 8.0754 7.1789  0.30
H 13.7227 9.5023 6.3453  0.31
C 11.5115 20.3884 9.0915  -0.45
Cl 10.1725 19.6111 8.2146  -0.12
Cl 11.9852 19.3197 10.4715  -0.04
H 12.3862 20.5669 8.4661  0.29
H 11.1274 21.3212 9.5045  0.34
C 12.6294 17.0572 7.0405  -0.04
Cl 11.3305 16.5276 5.9807  -0.14
Cl 13.9474 15.8351 7.0879  -0.15
H 13.0783 17.9190 6.5467  0.32
H 12.2920 17.3449 8.0362  -0.01
C 15.0428 12.6888 9.3154  0.15
Cl 16.3549 11.5190 9.5165  -0.13
Cl 14.9962 13.6800 10.7659  0.01
H 15.1943 13.3235 8.4423  0.19
H 14.0894 12.1684 9.2244  -0.18
C 13.9946 13.4826 16.2276  -0.59
Cl 13.6694 12.9500 14.5533  0.07
Cl 15.7475 13.5323 16.5603  -0.18
H 13.5209 14.4396 16.4466  0.31
H 13.6327 12.7658 16.9648  0.36
C 9.1730 15.8079 16.5205  -0.20
Cl 8.6955 17.4869 17.0565  -0.18
Cl 7.9979 15.0995 15.4238  -0.09
H 10.1450 15.8797 16.0325  0.14
H 9.2347 15.1132 17.3582  0.33
C 12.8321 9.4285 12.6252  -0.62
Cl 11.1238 10.0091 12.4041  -0.09
Cl 13.9118 10.5478 11.9496  0.05
H 12.9170 9.4183 13.7119  0.30
H 13.0069 8.4445 12.1903  0.36
C 11.3536 13.1909 11.6209  0.08
Cl 10.6064 13.3707 13.2622  0.24
Cl 11.2140 14.6567 10.6734  -0.01
H 12.4082 12.9744 11.7909  -0.35
H 10.8222 12.3480 11.1789  0.11
C 7.9941 8.7970 7.8340  -0.23
Cl 8.8918 9.2425 9.3678  -0.02
Cl 7.4466 7.1070 7.8649  -0.17
H 7.0570 9.3496 7.7667  0.30
H 8.6764 8.9228 6.9933  0.12
C 7.0850 11.6198 11.7880  -0.30
Cl 7.2519 12.2904 13.4260  -0.10
Cl 7.3572 12.8363 10.5606  -0.06
H 7.7704 10.7800 11.6731  0.05
H 6.0744 11.2456 11.6248  0.39
C 17.2344 12.4802 13.3937  0.55
Cl 17.6750 10.7594 12.9991  -0.18
Cl 18.2232 13.5445 12.4059  -0.15
H 16.1802 12.6473 13.1727  -0.39
H 17.3908 12.6930 14.4512  0.13
C 9.5656 11.3844 16.0240  0.46
Cl 9.2739 9.8964 17.0327  -0.19
Cl 10.6814 12.4928 16.7699  -0.11
H 9.9433 11.1241 15.0353  -0.20
H 8.6187 11.9021 15.8706  0.06
C 9.1577 13.7824 6.8384  0.02
Cl 9.2142 12.0019 6.6963  -0.07
Cl 7.5221 14.3726 6.9860  -0.16
H 9.7056 14.0543 7.7406  -0.04
H 9.5768 14.2261 5.9352  0.25
C 13.9145 17.2167 12.2555  0.00
Cl 15.1036 17.5719 10.9784  -0.14
Cl 14.6659 16.3348 13.5982  -0.12
H 13.4280 18.1153 12.6348  0.41
H 13.1060 16.6058 11.8540  -0.18

## Properties
**Frontier orbital gap**: 10.75 eV
**Energy relative to the best compared isomer or geometry (same formula, charge and spin)**: 0.000 eV
**Molecular weight**: 1273.995 g/mol
**Total charge**: 0

=====

# C15H30ClO19

6 unconnected molecules or ions with the total composition C15H30ClO19 in a non-equilibrium geometry (ωB97M-V with the def2-TZVPD basis set, the OMol25 dataset).

Last column: natural (NBO) charge in e.
Positions of all 65 atoms, in Å:
Cl 12.4232 13.2899 12.7739  2.53
O 12.9311 14.2036 13.7536  -0.87
O 13.4358 12.9609 11.8050  -0.87
O 11.9545 12.0726 13.4445  -0.89
O 11.2861 13.9157 12.0989  -0.88
C 15.6589 11.6722 13.9786  -0.28
O 16.4853 10.5484 14.3890  -0.49
C 16.5998 10.3500 15.6664  0.99
O 16.2277 10.9937 16.5961  -0.64
O 17.2843 9.1587 15.8117  -0.52
C 17.5964 8.8455 17.1511  -0.26
H 15.7728 12.4950 14.6619  0.20
H 14.5730 11.4558 14.0458  0.21
H 15.8807 11.9354 12.9600  0.21
H 18.5955 9.3042 17.4577  0.17
H 17.6439 7.7696 17.1896  0.19
H 16.8075 9.2813 17.7772  0.21
C 13.4927 7.8630 16.0931  -0.26
O 14.3265 7.2645 15.1589  -0.51
C 14.2305 7.6145 13.8488  0.99
O 14.8245 7.1252 12.9046  -0.62
O 13.4201 8.7049 13.7798  -0.53
C 13.2937 9.2731 12.4764  -0.27
H 12.4365 7.9692 15.8605  0.19
H 13.7804 8.8577 16.4091  0.19
H 13.6711 7.2134 16.9751  0.19
H 14.2466 9.8150 12.2844  0.19
H 12.5158 10.0320 12.5302  0.23
H 13.0322 8.5668 11.6886  0.19
C 9.4958 17.2745 7.8821  -0.25
O 10.5311 18.2403 7.8085  -0.50
C 11.4474 18.3532 8.7371  0.99
O 12.3681 19.1453 8.7137  -0.65
O 11.2869 17.5372 9.7737  -0.52
C 12.2438 17.5644 10.8345  -0.26
H 8.8898 17.4355 6.9710  0.19
H 8.8465 17.4886 8.7013  0.19
H 9.8404 16.2186 7.8900  0.20
H 13.1949 17.5941 10.3290  0.20
H 11.9289 16.7864 11.4911  0.23
H 12.2548 18.5574 11.3547  0.18
C 9.6030 10.5328 10.9707  -0.27
O 8.3657 10.2325 11.7632  -0.50
C 8.4066 9.1038 12.4628  0.99
O 9.2696 8.2729 12.4662  -0.65
O 7.2734 9.0724 13.2033  -0.51
C 7.1829 7.9534 14.1071  -0.27
H 9.2888 10.8228 9.9728  0.18
H 10.2937 9.6960 11.0358  0.22
H 9.9368 11.4819 11.3436  0.23
H 7.5760 7.0546 13.6389  0.20
H 6.1164 7.9317 14.4561  0.19
H 7.7992 8.1702 14.9998  0.19
C 11.2833 8.9818 20.6273  -0.26
O 10.9271 10.1025 19.7743  -0.51
C 11.9651 10.4441 18.9263  0.98
O 12.9921 9.8599 18.7711  -0.65
O 11.5628 11.5081 18.2790  -0.50
C 12.5736 12.0767 17.3286  -0.24
H 10.9596 8.0055 20.2023  0.18
H 10.6383 9.0711 21.4815  0.18
H 12.3102 8.9775 20.8585  0.20
H 12.1327 12.9130 16.9072  0.21
H 12.9201 11.3444 16.6029  0.21
H 13.4497 12.2770 17.9501  0.19

## Properties
**Frontier orbital gap**: 9.25 eV
**Energy relative to the best compared isomer or geometry (same formula, charge and spin)**: 0.188 eV
**Molecular weight**: 549.839 g/mol
**Total charge**: -1